[1]
Density functional theory data (the ωB97M-V functional and the def2-TZVPD basis) for a cluster of 3 separate species, C30H57FN6O6P in total at a distorted geometry.

The geometry in XYZ format:
```
101
Properties=species:S:1:pos:R:3:forces:R:3
C 1.68361 -1.37932 0.82614 -2.441 1.719 -0.696
C 0.59718 -0.38031 0.80549 2.127 -2.105 -0.226
C -0.26837 0.09538 2.07102 0.609 0.949 -0.451
C -1.76781 0.30946 1.57662 1.104 0.444 -0.267
N -2.11979 1.31339 0.56936 -3.193 -1.318 0.256
C -1.22199 2.30236 -0.12393 -0.477 1.551 0.032
C -0.38114 3.20389 0.94126 0.159 -0.785 0.682
C 1.20802 2.98638 0.86171 -0.164 0.010 0.719
F 1.84106 4.29063 0.78306 -0.933 -2.053 -0.275
C -3.57909 1.17300 0.36024 -1.124 -1.837 1.062
C -4.53344 2.00930 -0.63792 0.993 0.895 0.182
C -5.56623 2.95888 0.20386 -0.032 -0.767 1.227
C -7.09372 2.51452 0.05876 -2.594 -0.534 -2.056
O -7.70990 2.30946 -1.01122 3.053 0.672 3.634
O -7.85486 2.36183 1.28719 2.018 -0.767 -1.434
C -4.17047 0.07179 1.26734 3.459 3.224 -2.652
N -5.57053 -0.35178 1.33196 2.229 0.199 -1.367
N -2.98089 -0.37785 1.98281 -0.877 -1.598 0.196
P -3.16664 -1.65314 3.20318 -1.644 0.193 4.157
N -3.69282 -0.90554 4.53107 0.351 -1.487 -2.487
O -4.32300 -2.83978 2.70734 1.529 1.540 0.248
O -1.74397 -2.50982 3.53190 -1.662 1.912 -1.217
H 1.53574 -2.30285 0.14464 1.043 2.285 0.121
H 2.66628 -1.29585 1.39767 -2.121 -0.666 0.380
H 0.32469 0.05956 -0.22686 -0.539 -1.764 1.639
H -0.13400 -0.69451 2.88300 -0.604 1.142 -1.323
H 0.18305 1.07245 2.50240 -1.067 -1.387 -0.493
H -1.91219 3.05273 -0.66941 0.974 -1.502 0.853
H -0.56942 1.83358 -0.93726 -0.842 0.405 1.310
H -0.58648 4.32222 0.83570 0.246 -1.635 -0.098
H -0.77240 2.88263 1.98271 0.695 0.751 -1.655
H 1.65785 2.48861 1.80427 -0.850 0.900 -1.478
H 1.46234 2.30160 -0.01977 -0.012 1.437 0.956
H -3.89821 2.74538 -1.26447 -0.893 -1.482 0.970
H -5.07230 1.33885 -1.39741 0.744 0.822 1.287
H -5.28603 2.81381 1.31683 -0.621 0.463 -1.762
H -5.42954 4.06965 -0.04263 -0.392 -1.722 0.142
H -7.94747 1.38415 1.43501 -0.143 1.262 -0.174
H -6.01096 0.07732 0.48710 0.398 -0.215 0.947
H -5.67473 -1.37328 1.15893 0.357 0.733 0.586
H -4.62442 -1.26133 4.79805 0.749 0.338 0.173
H -5.05012 -2.88254 3.37052 0.900 0.268 -0.282
H -1.27518 -2.07119 4.28892 -0.852 -0.397 -0.643
C 7.34848 4.09531 -1.77218 0.100 0.349 0.092
C 6.66506 2.91235 -1.03728 0.026 0.760 -1.931
C 5.23879 3.32400 -0.60724 0.001 -0.033 0.418
C 5.21965 4.28797 0.57523 -0.006 0.061 0.016
C 6.03748 3.74193 1.74014 -0.268 -0.195 -0.289
C 7.47118 3.33003 1.34270 1.151 1.406 1.191
N 7.50851 2.47406 0.11796 -2.888 -2.971 1.494
O 7.09861 1.22426 0.47817 1.288 2.067 -0.822
C 8.33716 4.59511 1.12432 -0.045 0.183 -0.245
C 8.13715 2.64633 2.56428 -0.191 -0.659 -0.289
C 6.55081 1.81698 -2.13070 0.055 -0.479 0.575
H 7.08720 4.11573 -2.83412 -0.105 -0.205 0.172
H 7.04929 5.07092 -1.38502 0.116 -0.090 0.080
H 8.43826 4.02135 -1.72294 -0.121 -0.024 0.078
H 4.65986 2.43215 -0.33562 0.208 -0.088 -0.018
H 4.71095 3.78261 -1.45070 0.246 -0.104 -0.084
H 5.59400 5.27213 0.27730 0.035 -0.051 -0.023
H 4.18640 4.44414 0.89883 0.137 0.023 -0.061
H 6.06872 4.49351 2.53666 0.262 -0.123 -0.061
H 5.50578 2.87895 2.16048 0.198 -0.085 -0.084
H 9.32885 4.32897 0.74458 -0.158 -0.029 0.006
H 8.48607 5.13226 2.06499 -0.105 -0.237 0.009
H 7.89309 5.31840 0.44458 0.018 -0.075 -0.082
H 7.56831 1.78650 2.92978 0.077 0.050 -0.261
H 8.21375 3.34173 3.40614 -0.097 0.137 -0.325
H 9.15140 2.30885 2.32630 -0.160 0.022 -0.051
H 7.54038 1.50212 -2.47611 -0.082 0.039 0.100
H 6.00042 2.19187 -2.99982 0.124 0.255 0.250
H 6.00852 0.93134 -1.78914 0.210 0.099 0.157
C -4.32594 -4.81794 -0.19042 -0.288 -0.377 -0.156
C -3.27255 -3.89052 -0.85117 -1.444 -0.167 2.538
C -3.95537 -3.01652 -1.92796 0.291 0.026 -0.883
C -4.31474 -3.78968 -3.19360 -0.037 -0.142 0.114
C -3.10335 -4.53685 -3.74023 -0.218 0.930 0.162
C -2.40503 -5.42546 -2.68822 -0.011 -3.057 -0.914
N -2.14859 -4.70710 -1.40249 2.956 5.859 -3.300
O -1.09039 -3.86999 -1.60268 -2.942 -3.247 1.473
C -3.25952 -6.68907 -2.42077 -0.342 -0.001 0.270
C -1.10820 -5.99618 -3.31725 0.471 0.618 0.287
C -2.81345 -2.96954 0.30902 0.888 0.172 -0.730
H -4.85400 -4.31324 0.62386 0.304 0.136 -0.144
H -5.10646 -5.14022 -0.88155 0.181 -0.075 -0.011
H -3.86032 -5.70560 0.24619 -0.035 0.098 -0.073
H -3.29546 -2.18527 -2.20622 0.174 -0.139 0.175
H -4.86369 -2.55886 -1.51848 0.196 -0.224 0.301
H -5.13547 -4.48705 -3.00033 0.044 0.040 0.014
H -4.68449 -3.09237 -3.95212 0.034 -0.062 0.072
H -3.41578 -5.14331 -4.59704 0.228 -0.219 0.297
H -2.39300 -3.80009 -4.13513 0.132 -0.131 0.199
H -2.83387 -7.28338 -1.60578 -0.041 0.115 -0.095
H -3.29177 -7.33141 -3.30472 0.202 0.247 0.033
H -4.29808 -6.47351 -2.18102 0.055 0.037 0.081
H -0.43496 -5.21452 -3.68065 -0.120 -0.031 0.220
H -1.33924 -6.62601 -4.18189 -0.282 0.142 0.255
H -0.55814 -6.61487 -2.60036 -0.113 0.122 -0.042
H -2.33278 -3.54888 1.10467 -0.048 -0.002 -0.139
H -3.66387 -2.44705 0.74761 -0.001 -0.516 -0.638
H -2.11722 -2.19102 -0.01806 0.081 -0.246 -0.100
```
Forces are in eV/Å.

Values from the calculation:
largest force on an atom = 7.3 eV/Å
lowest unoccupied orbital energy (alpha / beta) = -0.2099 / -0.2772 hartree
total charge = +1
HOMO-LUMO gap (alpha / beta) = 2.56 / 2.45 eV
multiplicity = 3

=====

[2]
Density functional theory data (the ωB97M-V functional and the def2-TZVPD basis) for a cluster of 16 separate species, C35H96F6NO19S2 in total at a distorted geometry.

The geometry in XYZ format:
```
159
Properties=species:S:1:pos:R:3:forces:R:3
C -2.81555 0.92906 2.73336 0.532 0.093 -0.278
F -4.13587 1.04750 2.65437 0.069 -0.173 0.019
F -2.39189 1.62200 3.79741 -0.006 -0.213 0.053
F -2.47327 -0.34987 2.87323 -0.266 0.098 0.130
S -2.04866 1.62119 1.18568 0.312 1.100 1.304
O -2.95271 1.20918 0.16027 0.605 -0.799 -0.146
O -1.96099 3.03605 1.41662 -0.090 -0.377 0.224
N -0.49451 1.00076 1.31109 -2.205 0.239 0.055
S -0.26512 0.13691 0.01798 -0.448 -0.320 -2.170
O -1.00335 -1.09280 -0.07857 0.541 -0.314 0.559
O -0.38531 0.98881 -1.14188 0.754 -0.135 -0.276
C 1.53082 -0.31257 0.19225 -1.004 0.683 0.425
F 1.68810 -1.07084 1.27311 0.315 -0.136 -0.193
F 1.89912 -0.95290 -0.90429 0.262 -0.180 0.050
F 2.25600 0.80249 0.33022 0.170 -0.256 -0.082
O 2.20150 -1.86453 4.45837 -0.026 -0.111 -0.162
H 1.57648 -2.57558 4.62408 -0.012 0.006 0.008
H 1.65406 -1.13258 4.12568 0.031 0.145 0.212
O 0.78410 0.58289 3.86249 -0.002 -0.316 -0.202
H 0.39450 0.69206 2.97527 -0.004 -0.028 0.382
H 0.23525 1.11115 4.44844 0.053 0.052 0.012
O -0.39040 5.29277 1.44902 -0.105 0.236 -0.043
H 0.43849 4.82618 1.61987 -0.057 -0.083 0.063
H -1.05056 4.58752 1.52381 0.259 0.287 -0.092
O 1.30721 3.14938 2.16329 -0.058 -0.101 -0.065
H 0.65920 2.46559 1.90623 0.326 0.383 -0.047
H 2.13848 2.85115 1.78293 0.031 -0.048 0.057
C 4.44259 0.85565 2.99486 0.437 0.899 1.176
C 5.82241 0.47178 3.51917 0.284 -1.036 -1.271
C 6.94077 1.24973 2.82092 -0.350 0.162 0.520
O 5.90352 0.60734 4.92953 -0.287 0.057 -0.112
H 3.63785 0.26083 3.42356 0.099 -0.175 -0.061
H 4.42461 0.82813 1.90792 -0.020 -0.036 -0.027
H 4.29709 1.88159 3.35698 -0.348 0.048 -0.369
H 5.96567 -0.57943 3.21183 0.061 -0.047 0.432
H 7.91681 0.80893 3.03731 -0.011 -0.077 -0.089
H 6.95353 2.26644 3.22315 -0.036 0.096 -0.268
H 6.76716 1.25707 1.74529 0.178 0.111 -0.040
H 6.79563 0.35422 5.18320 -0.015 -0.015 0.068
C 6.22966 1.95173 -3.79124 -0.776 0.153 -0.786
C 5.65097 1.96790 -2.39494 1.234 -1.170 0.780
C 4.67821 0.82670 -2.09591 -0.625 0.492 -0.453
O 6.74686 1.82605 -1.45292 0.033 0.567 0.089
H 6.72011 1.00165 -4.02176 0.198 0.046 0.260
H 6.90113 2.79107 -3.96464 0.172 -0.097 0.149
H 5.44073 2.03295 -4.55033 -0.056 0.070 0.154
H 5.22908 2.94060 -2.15253 -0.146 -0.033 -0.018
H 4.86264 -0.07713 -2.68215 0.205 0.086 -0.039
H 3.66217 1.16193 -2.32433 -0.048 -0.251 0.057
H 4.72839 0.56040 -1.04304 -0.041 0.125 0.062
H 7.32752 1.11299 -1.73452 -0.110 -0.063 -0.143
C -4.54246 -2.08953 0.45582 0.197 -0.066 -0.426
C -4.59348 -3.58970 0.55452 0.995 -0.729 0.527
C -3.64667 -4.08310 1.66076 -0.654 0.271 0.685
O -5.93900 -4.02807 0.74591 0.141 0.064 0.003
H -4.82359 -1.61856 1.39879 -0.220 -0.033 -0.036
H -5.16129 -1.73947 -0.37002 -0.115 0.149 0.151
H -3.51303 -1.79646 0.24252 -0.029 0.091 -0.025
H -4.16153 -4.09587 -0.32239 -0.406 0.521 -0.447
H -3.56900 -5.17225 1.65906 0.253 0.034 -0.137
H -4.01277 -3.80415 2.65777 -0.123 0.074 -0.140
H -2.67600 -3.59704 1.55854 0.139 -0.293 -0.194
H -5.93056 -4.98663 0.66689 -0.110 -0.004 0.052
C -1.74144 -0.80593 -4.71183 -0.055 0.315 -0.198
C -2.08732 -2.06557 -3.93504 -0.753 0.165 -1.321
C -3.14537 -1.82050 -2.87288 1.260 0.192 0.295
O -2.72585 -2.97678 -4.86213 0.147 -0.477 0.251
H -2.62413 -0.40630 -5.21991 -0.233 0.069 0.500
H -1.06557 -0.97533 -5.55409 0.362 -0.309 0.373
H -1.32037 -0.05252 -4.04501 0.016 0.114 -0.166
H -1.16775 -2.50586 -3.53530 -0.127 -0.070 0.198
H -2.77467 -1.01892 -2.22815 -0.252 0.013 0.097
H -3.23555 -2.71647 -2.25913 -0.384 0.003 -0.033
H -4.07992 -1.52465 -3.34121 -0.095 -0.112 0.028
H -2.08423 -3.31335 -5.49454 0.134 0.136 0.045
C 1.58856 3.39810 -2.22145 -0.151 0.245 0.047
C 2.44040 3.83449 -3.39393 0.496 0.296 -0.237
C 2.44434 2.86448 -4.57598 -0.182 0.487 -0.071
O 2.04689 5.14069 -3.85235 -0.063 -0.472 -0.045
H 1.43081 4.21784 -1.51721 0.264 0.079 -0.042
H 2.04101 2.57670 -1.66672 -0.152 -0.183 -0.129
H 0.59388 3.13717 -2.57612 0.069 -0.345 0.016
H 3.48249 3.95227 -3.08130 -0.071 0.173 0.110
H 3.02168 3.29786 -5.39636 0.180 -0.027 0.121
H 1.42685 2.75526 -4.96711 -0.022 -0.346 0.220
H 2.88400 1.90628 -4.30198 -0.200 -0.119 -0.054
H 1.17861 5.00263 -4.25086 -0.045 0.253 0.036
C 0.34590 -4.13527 -0.92447 -0.344 -0.223 -0.041
C -0.65521 -5.13275 -1.50902 0.901 0.403 -0.003
C -0.29592 -5.51531 -2.93457 0.061 0.129 0.004
O -0.71152 -6.30240 -0.69375 -0.510 0.006 0.024
H 0.08775 -3.94453 0.11886 0.001 0.152 -0.018
H 0.26013 -3.20104 -1.48037 0.252 0.072 0.119
H 1.36927 -4.52357 -0.95745 0.004 0.058 -0.167
H -1.61013 -4.59853 -1.50793 -0.282 -0.517 0.165
H 0.66210 -6.04120 -2.95630 0.006 0.013 0.061
H -0.19471 -4.60986 -3.53798 -0.093 -0.095 -0.119
H -1.05076 -6.16961 -3.36868 -0.042 0.055 -0.034
H 0.12585 -6.37569 -0.22843 0.017 0.008 0.001
C 2.90828 -2.31641 -3.85465 -0.063 -0.699 -0.078
C 2.71945 -1.16610 -4.80221 -0.684 0.640 -0.315
C 3.93975 -0.91007 -5.65815 0.490 0.236 0.091
O 1.57953 -1.43722 -5.63987 0.200 -0.437 0.141
H 3.88560 -2.29925 -3.37132 0.022 0.166 -0.008
H 2.84584 -3.24608 -4.42905 0.023 -0.013 0.069
H 2.15087 -2.35191 -3.07358 -0.098 0.068 -0.070
H 2.44169 -0.27723 -4.22235 0.393 0.087 0.026
H 4.25190 -1.80321 -6.20292 -0.064 -0.113 0.144
H 4.76198 -0.57768 -5.01620 0.049 -0.098 -0.114
H 3.79588 -0.12641 -6.40686 -0.230 0.061 0.116
H 1.48658 -0.69568 -6.24510 -0.068 0.042 0.037
C -6.28022 2.87351 4.23762 0.184 -0.232 0.699
C -6.30389 4.25825 3.61858 -0.467 -0.203 -0.588
C -5.58042 4.33587 2.29089 0.667 -0.142 -0.178
O -7.65859 4.71020 3.48904 -0.003 0.260 0.236
H -6.61659 2.95269 5.27506 -0.074 -0.048 -0.043
H -5.27484 2.45143 4.26334 0.043 0.135 -0.032
H -6.92160 2.13166 3.75725 -0.050 0.240 -0.314
H -5.83555 4.95634 4.31348 -0.033 0.044 0.007
H -5.53187 5.34991 1.89424 -0.105 0.062 0.141
H -6.00108 3.70014 1.50534 -0.239 -0.091 0.209
H -4.55017 3.99073 2.42611 -0.019 0.095 -0.068
H -8.05206 4.29151 2.71778 0.096 -0.091 -0.025
C -4.25699 -1.37636 5.44414 0.232 -0.190 0.037
C -5.01023 -1.28629 6.75631 0.097 0.284 -0.025
C -6.24835 -0.42258 6.63669 -0.996 -0.162 0.017
O -5.38175 -2.56399 7.26827 0.094 0.022 -0.056
H -4.89980 -1.76108 4.64742 -0.061 0.329 -0.099
H -3.39932 -2.05075 5.47908 -0.031 -0.010 0.306
H -3.86297 -0.38408 5.22174 -0.177 -0.015 -0.352
H -4.35298 -0.83168 7.50109 0.038 -0.235 0.121
H -6.77559 -0.39151 7.59318 0.188 0.133 0.078
H -6.97029 -0.89114 5.95239 0.202 -0.009 -0.120
H -6.11569 0.59766 6.27823 0.380 -0.030 0.035
H -6.05091 -2.90999 6.66657 0.026 -0.112 0.054
C -3.55844 3.18885 -2.32386 -0.033 0.638 -0.315
C -2.49545 3.68471 -3.31860 -0.127 -1.054 1.707
C -1.67094 4.82240 -2.76589 -0.008 1.057 -0.283
O -1.62247 2.59519 -3.63779 -0.027 0.140 -1.003
H -3.99659 2.28451 -2.74617 -0.213 0.040 0.128
H -4.30025 3.99155 -2.24741 -0.223 -0.263 0.069
H -3.21101 2.97613 -1.31527 0.317 0.013 -0.147
H -3.09629 3.94412 -4.19106 0.665 0.060 -0.450
H -1.07795 4.53372 -1.89892 -0.064 -0.216 -0.002
H -2.25725 5.69257 -2.45116 -0.257 -0.229 0.006
H -0.99474 5.22726 -3.52613 0.095 -0.226 0.014
H -1.26001 2.18977 -2.84085 -0.249 0.106 0.283
C 5.13529 -2.21901 0.60975 -1.036 -0.770 -0.331
C 4.60982 -2.90627 1.86213 1.213 0.453 0.685
C 3.58641 -3.97693 1.57815 -1.383 0.669 0.179
O 5.69317 -3.50399 2.59708 0.504 0.096 -0.300
H 4.19022 -1.89721 0.15766 0.291 0.187 -0.442
H 5.58980 -2.95378 -0.05872 0.192 0.181 -0.060
H 5.75043 -1.33157 0.73245 0.228 -0.184 0.369
H 4.25043 -2.07284 2.47743 -0.686 -0.416 0.087
H 2.77788 -3.57292 0.95778 0.205 -0.091 -0.253
H 3.04328 -4.22469 2.49580 0.337 -0.228 0.119
H 3.98309 -4.88292 1.12651 0.267 0.103 -0.047
H 5.36495 -3.82294 3.44228 -0.164 0.096 -0.008
```
Forces are in eV/Å.

Values from the calculation:
largest force on an atom = 2.2 eV/Å
lowest unoccupied orbital energy = 0.0756 hartree
total charge = -1
HOMO-LUMO gap = 9.98 eV

=====

[3]
Density functional theory data (the ωB97M-V functional and the def2-TZVPD basis) for a cluster of 2 separate species, C3H9N2O in total at a distorted geometry.

The geometry in XYZ format:
```
15
Properties=species:S:1:pos:R:3:forces:R:3
C 0.85539 -0.98612 -0.51513 0.216 -0.721 0.649
N -0.49811 -0.64700 -0.13718 0.355 -0.443 -0.943
C -1.09159 -1.57012 0.61797 0.195 -0.019 0.299
N -2.34866 -1.85292 0.60424 -0.718 0.347 -0.089
H 1.16382 -0.51164 -1.44794 -0.056 0.336 0.113
H 1.58269 -0.75530 0.28410 0.245 0.209 -0.159
H 0.99263 -2.06738 -0.70078 -0.126 0.101 -0.034
H -0.56012 0.74174 -0.13008 -0.579 0.863 0.301
H -0.41856 -2.11344 1.32510 0.032 -0.228 -0.171
H -2.60458 -2.51642 1.32536 0.313 -0.091 0.183
C 0.59013 2.46971 -0.25163 0.799 -0.345 0.018
O -0.61327 1.85086 -0.00968 -0.080 -0.331 -0.084
H 0.71201 3.38791 0.34614 -0.149 0.051 -0.136
H 1.47977 1.84672 0.00464 -0.298 0.057 0.078
H 0.75843 2.72341 -1.31512 -0.150 0.213 -0.025
```
Forces are in eV/Å.

Values from the calculation:
largest force on an atom = 1.1 eV/Å
lowest unoccupied orbital energy = 0.1574 hartree
total charge = -1
HOMO-LUMO gap = 7.36 eV

=====

no.,total energy (eV)
1,-65245.861
2,-116221.967
3,-8283.965